The following is a DFT calculation (the ωB97M-V functional and the def2-TZVPD basis) of 2 unconnected molecules or ions with the total composition C3H9N2O.

```
15
Properties=species:S:1:pos:R:3:forces:R:3
H -3.8901 -0.8150 -0.9719 0.0216 -0.0601 0.0763
H 0.2005 1.4517 -1.5208 0.0271 0.0511 -0.0473
N -1.0716 0.6458 -0.0793 -0.0546 0.2148 0.1849
H 0.8363 1.4594 0.1269 -0.0196 -0.0135 -0.0289
C 2.7808 -1.0598 1.2461 0.1373 0.1983 0.2635
H 0.7792 -0.0571 -0.7906 0.1440 0.0178 -0.1254
H -1.8765 0.0833 -1.9598 0.0021 -0.0460 -0.0766
H 1.7745 -0.7299 1.5515 -0.1526 -0.1448 -0.0310
N -3.2978 -0.2475 -0.3990 0.0117 0.0154 -0.0144
H -1.2174 0.6936 0.9107 -0.0591 -0.0859 -0.0078
H 3.0929 -2.0791 1.5289 -0.0910 -0.0831 -0.0608
C 0.2539 0.8829 -0.5910 -0.1957 -0.2223 0.1453
C -2.0799 0.1906 -0.9123 0.0293 0.0570 -0.0684
H -3.5691 -0.1275 0.5577 0.1088 0.0740 -0.0373
O 3.5261 -0.3100 0.6835 0.0909 0.0276 -0.1720
```
Forces are in eV/Å.

The gap between HOMO and LUMO (spin up / spin down) is 5.482 / 9.555 eV. For the molecular weight, the calculation gives 89.1 g/mol. The calculation puts the energy above the lowest of the compared OMol25 structures with the same formula, charge and spin at 154.2 kJ/mol. Its multiplicity is 2. The value obtained for the energy is -8281.5403 eV. As for the HOMO energy (spin up / spin down): -0.170 / -0.320 Eh.

The following is a DFT calculation (the ωB97M-V functional and the def2-TZVPD basis) of C4H5NO2 in the gas phase.

```
12
Properties=species:S:1:pos:R:3:forces:R:3
H 1.3336 -0.3102 -0.1679 -0.2274 -0.7754 0.5401
H -0.4974 2.5595 -0.6794 -0.1341 0.0224 0.0086
H -0.7222 -0.8277 -1.3928 0.1226 0.1129 0.0923
O -0.3191 1.5534 1.7369 -0.3576 -0.1535 -0.1606
C -0.3852 0.8656 0.7479 -0.0058 0.4834 0.3916
O 1.0813 1.3922 -1.1108 -0.5420 0.2748 0.0494
C 0.0702 1.6357 -0.4934 0.3766 0.1558 -0.5198
C -0.5788 -1.3008 -0.4257 -0.0801 -0.0387 -0.2930
N -0.6505 -0.5070 0.8000 0.2359 0.4057 0.1290
C 0.6660 -1.0451 0.3123 0.4471 -0.4622 -0.1793
H -1.0814 -2.2581 -0.3336 0.0516 0.1571 0.1205
H 1.0835 -1.7577 1.0065 0.1131 -0.1822 -0.1786
```
Forces are in eV/Å.

The SMILES is O=CC(=O)N1CC1. The gap between HOMO and LUMO is 9.830 eV. For the molecular weight, the calculation gives 99.1 g/mol. The calculation puts the energy above the lowest of the compared OMol25 structures with the same formula, charge and spin at 261.7 kJ/mol. The value obtained for the energy is -9811.6021 eV. As for the HOMO energy: -0.357 Eh.

The following is a DFT calculation (the ωB97M-V functional and the def2-TZVPD basis) of C13H15Cl2N2O6P in the gas phase.

```
39
Properties=species:S:1:pos:R:3:forces:R:3
C 2.1481 0.8039 -0.0502 -6.9793 -3.2753 2.0910
H -3.8213 -3.7034 -0.8395 1.7135 -7.1895 -0.4279
O 0.6954 -0.4523 -2.2250 3.0092 -2.6006 -1.6964
H -0.2993 1.7588 -3.3070 -0.7759 -2.3657 1.9918
C 5.4792 -0.7628 0.0053 -2.0780 -11.6745 3.6203
H -3.6924 1.8483 3.4421 2.5573 6.9029 12.6584
Cl 7.8988 -0.0292 0.0732 0.9077 0.2726 0.3710
C -3.8285 1.3388 2.7490 -1.5105 -11.7552 -9.8875
H 3.8516 2.5847 -0.4793 -0.6308 -0.6477 0.7754
H -2.5841 -0.4084 3.1154 0.7417 0.0931 -0.4525
H -3.9538 2.0987 2.1386 -0.3099 3.1672 -4.3814
C 6.2057 0.2258 0.1601 4.7582 10.2756 -2.8723
P -2.5538 0.2941 -0.1769 2.3650 -0.4666 -5.6784
C -2.9447 -1.9176 -1.5125 2.6786 -1.4824 0.8263
O -3.1682 -0.5177 -1.4573 0.0447 0.7546 1.2832
H 5.9716 -1.7334 0.3937 -0.6543 1.0219 -1.4535
C -3.8570 -2.7824 -0.6109 -2.2562 9.0528 1.2309
O -2.9369 1.6640 -0.2375 -0.6326 3.4172 -0.4871
H -3.8587 -2.2869 0.4693 0.0544 -2.1059 -2.2662
N -0.0257 -0.3233 0.7240 -2.8035 1.3068 -0.4746
C 3.4529 0.4255 -0.0484 4.7625 -0.2113 1.9347
H 6.3476 2.2336 -0.3984 2.5227 3.7792 -0.7393
H -1.3493 1.8893 -1.9547 0.9549 -1.8436 -0.3927
C -2.5661 0.3925 2.3739 -2.2668 1.0886 -0.1115
H -4.8292 0.8246 2.7243 1.2621 0.1096 0.4665
C 5.6869 1.5309 -0.2039 -5.4321 -5.2505 3.4622
C 4.1815 -0.7892 0.2680 -6.7148 -0.0581 -1.7085
H -1.8504 -2.0674 -1.0451 -1.9184 -0.0633 -1.5565
H -4.8833 -2.6820 -1.0401 0.1162 0.8653 0.5807
C -0.7593 0.0838 -0.2622 1.9218 -0.4072 -2.7695
O -2.8945 -0.4806 0.9958 -1.4522 -1.4415 8.3874
O 1.2895 -0.3144 0.7094 2.9291 0.6237 -1.2351
C 4.2023 1.6220 -0.0789 5.4371 0.0286 -3.0533
Cl 3.2001 -2.4159 0.5767 2.1768 2.5969 -0.6071
H -2.9845 -2.2022 -2.6085 0.1865 0.1938 1.3912
C -0.1675 0.2650 -1.9023 1.1402 -4.3336 8.5691
O 1.5257 1.7433 -0.3353 0.0492 1.9355 -0.9414
N -0.7089 1.1951 -2.4495 -4.4763 11.3819 -6.1057
H -1.6198 1.0460 2.3046 -1.3977 -1.6953 -0.3416
```
Forces are in eV/Å.

The SMILES is CCOP(=O)(OCC)/C(=N/OC(=O)c1ccc(Cl)cc1Cl)C(N)=O. The gap between HOMO and LUMO is 7.389 eV. For the molecular weight, the calculation gives 397.2 g/mol. The calculation puts the energy above the lowest of the compared OMol25 structures with the same formula, charge and spin at 1005.0 kJ/mol. The value obtained for the energy is -63314.2486 eV. As for the HOMO energy: -0.308 Eh.

The following is a DFT calculation (the ωB97M-V functional and the def2-TZVPD basis) of a molecular structure, C38H24Cl5MnN3O3P.

```
75
Properties=species:S:1:pos:R:3:forces:R:3
H 1.0022 -5.5528 -4.4050 0.0015 -0.0002 -0.0010
H -2.1267 -1.6695 2.1497 -0.2315 0.1905 0.0004
H -2.0878 -0.6422 -3.1690 -0.0101 -0.0120 -0.0134
C -2.3874 -1.6788 -0.0911 0.3545 0.0120 0.3641
C 0.4534 2.0307 -5.9104 -0.0119 -0.0083 0.0288
C -3.2077 -2.7813 -0.2273 -0.1877 -0.0065 0.0801
H 3.1049 -1.8587 -1.4055 0.0145 -0.0064 0.0054
C 3.4083 1.1897 -2.8549 0.0152 -0.0284 0.0273
H 2.1862 -3.7728 -5.6507 0.0028 0.0057 -0.0009
C -0.0898 2.0802 4.4413 0.0011 -0.0758 -0.0771
C 0.9390 1.0340 -5.0730 0.0126 -0.0028 -0.0422
Cl 1.1843 3.9314 -0.7464 0.0199 0.0148 -0.0012
H 0.8165 2.0935 -6.9278 0.0060 -0.0058 0.0002
H 1.6844 0.3470 -5.4480 -0.0161 0.0426 0.0035
Cl 4.2208 4.5535 -1.2287 -0.0109 -0.0145 0.0099
C 0.4687 0.9512 -3.7684 0.0314 -0.0625 0.0261
O -1.0567 1.1922 4.6700 0.0588 0.0650 0.1888
C 0.1983 1.3731 2.0885 -0.0422 0.0033 -0.1190
C 4.9558 -0.8595 -1.7982 -0.0020 0.0039 0.0184
C 2.9888 0.8841 1.0554 -0.0090 -0.0322 0.0918
H -0.1549 -5.0087 -2.2888 0.0013 0.0002 -0.0011
H -3.6805 -2.5078 -3.5582 0.0165 0.0096 -0.0085
H 2.6681 4.7775 4.0870 -0.0051 0.0064 0.0041
Cl 2.4793 -0.5583 1.8385 0.0542 0.0025 -0.0481
C 2.4059 2.8934 -0.1442 -0.0264 0.0544 -0.0096
H -1.6895 3.5939 -3.7869 0.0016 0.0035 0.0012
C 1.2124 3.8685 5.3962 -0.0107 -0.0118 -0.0087
C -3.3156 -2.3088 -2.5609 0.0125 0.0005 0.0966
C 2.0373 1.7685 0.5771 0.0027 -0.0665 0.0111
N -1.1136 -0.1689 1.1127 -0.1427 -0.4662 0.7526
N -0.7051 0.4724 2.2593 -0.2443 -0.2647 -0.2495
C 2.7883 0.0529 -2.3427 -0.0251 0.0271 -0.0978
C 1.6495 -3.5336 -4.7423 -0.0124 0.0011 0.0231
Mn -0.5070 0.3644 -0.6653 0.4246 0.6335 -1.0931
C -0.9583 2.8895 -4.1612 -0.0033 0.0083 -0.0231
C 5.5693 0.2670 -2.3329 -0.0109 -0.0104 -0.0024
C -2.4386 -1.2528 -2.3466 -0.0311 -0.1102 -0.0141
Cl 5.5179 0.1396 1.5845 -0.0050 -0.0009 -0.0403
C -1.8952 -1.1872 1.2042 0.4311 0.1048 -0.2891
H 2.2069 -1.4779 -4.7972 -0.0123 -0.0460 0.0127
H 1.4486 4.5011 6.2415 0.0045 0.0008 -0.0004
C 3.7552 3.1762 -0.3252 0.0135 0.0167 0.0413
C 3.5747 -0.9649 -1.8007 0.0123 -0.0067 0.0067
Cl 6.3824 2.7182 0.0601 0.0055 0.0072 0.0062
H -4.3343 -3.9584 -1.6313 -0.0024 0.0011 0.0078
H 6.6484 0.3452 -2.3397 -0.0003 0.0002 -0.0014
H 5.2664 2.1781 -3.2582 -0.0022 -0.0010 0.0011
C -0.4870 2.9551 -5.4613 0.0068 -0.0098 0.0083
H -0.8457 3.7241 -6.1320 -0.0029 0.0025 0.0032
C 1.6401 -2.2333 -4.2687 -0.0231 0.0276 -0.0170
C 0.3158 -2.9195 -2.3919 0.0141 0.0061 0.0369
H 2.8184 1.9976 -3.2708 -0.0084 0.0071 -0.0097
C 1.8980 4.0263 4.1886 0.0125 0.0106 0.0030
H 2.1371 3.3840 2.2129 -0.0154 -0.0002 -0.1008
C 4.3409 1.1839 0.9136 0.0153 0.0202 -0.0017
H 5.5552 -1.6606 -1.3863 0.0006 -0.0043 0.0024
O -1.6205 2.1531 -1.1447 -0.1163 0.0294 -0.3481
H -3.4827 -3.3547 0.6481 -0.0289 0.0059 -0.0247
C 0.5917 2.2245 3.1997 0.0727 -0.0087 0.1054
N -1.9474 -0.9553 -1.1443 -0.2174 -0.0176 -0.3516
C -0.4722 1.8855 -3.3321 -0.0893 -0.0191 -0.0398
O 0.6855 1.5286 0.7854 0.0827 0.0762 0.2020
C 0.9482 -1.9036 -3.1003 0.0553 0.0958 -0.0542
C -3.6832 -3.1070 -1.4895 0.0562 0.0800 -0.0847
C 4.7947 1.2927 -2.8509 -0.0044 -0.0174 -0.0401
H -0.1739 -2.6943 -1.4536 -0.0198 0.0132 0.0086
C 0.3358 -4.2290 -2.8571 -0.0132 0.0009 0.0186
H -1.1806 0.6514 3.8613 -0.0424 0.0118 -0.0418
C 4.7233 2.3387 0.2323 -0.0250 -0.0021 0.0110
C 1.5894 3.2228 3.1229 -0.0752 -0.0140 -0.0442
C 0.9887 -4.5347 -4.0391 0.0023 0.0152 -0.0046
H -0.3119 2.7711 6.4365 -0.0016 -0.0011 -0.0007
P 0.9745 -0.2015 -2.4131 -0.0460 -0.2219 0.3116
C 0.2359 2.9134 5.5154 0.0129 0.0217 0.0405
C -0.8614 1.6250 -1.9519 -0.0450 -0.0837 0.7448
```
Forces are in eV/Å.

Its charge is +1. The gap between HOMO and LUMO (spin up / spin down) is 6.742 / 6.362 eV. For the molecular weight, the calculation gives 833.8 g/mol. Its multiplicity is 2. The value obtained for the energy is -153622.9982 eV. As for the HOMO energy (spin up / spin down): -0.388 / -0.376 Eh.

The following is a DFT calculation (the ωB97M-V functional and the def2-TZVPD basis) of C4H5Cl in the gas phase.

```
10
Properties=species:S:1:pos:R:3:forces:R:3
H 1.1659 1.2431 0.6174 1.3860 1.5444 -2.1316
H 0.5974 -1.5743 0.1274 0.8471 0.3237 0.1387
H -0.1737 0.9800 1.5728 0.5535 -0.5061 -0.4244
H -1.1107 0.7132 -3.0779 0.2018 -0.3294 0.4141
Cl -1.4027 -1.2839 0.9956 -1.0497 -0.2301 0.7760
C 0.6607 0.4582 1.0324 -2.0201 -0.5576 2.9587
C 0.0473 -0.6439 0.2238 0.1043 -0.5712 -1.9060
C -0.3341 -0.2462 -1.1457 -0.6630 1.3523 -0.9872
H 1.3033 0.0938 1.8217 0.0941 -0.4625 0.1996
C -0.7534 0.2600 -2.1677 0.5461 -0.5635 0.9622
```
Forces are in eV/Å.

The SMILES is C#C[C@@H](C)Cl. The gap between HOMO and LUMO is 11.264 eV. For the molecular weight, the calculation gives 88.5 g/mol. The calculation puts the energy above the lowest of the compared OMol25 structures with the same formula, charge and spin at 91.3 kJ/mol. The value obtained for the energy is -16749.1768 eV. As for the HOMO energy: -0.377 Eh.